# 1
Below is C38H43GeN3OPReS as an isolated structure, with properties calculated with ωB97M-V with the def2-TZVPD basis set.

Summary:
**Frontier orbital gap**: 5.71 eV
**E_tot**: -125378.2336 eV
**Highest occupied orbital energy**: -13.26 eV

Geometry as ORCA input:
```
! wB97M-V def2-TZVPD RIJCOSX def2/J DEFGRID3
* xyz 2 1
Re 0.12 0.48 0.11
S -1.05 -0.68 -1.18
C 5.42 -0.92 4.88
C 4.81 0.30 4.25
C 5.50 1.04 3.29
C 4.97 2.20 2.73
C 3.71 2.62 3.12
N 3.11 3.84 2.67
C 3.33 4.60 1.56
O 3.03 5.76 1.49
N 3.94 3.97 0.45
C 3.49 2.86 -0.23
C 4.05 2.56 -1.48
C 3.61 1.47 -2.20
C 2.58 0.70 -1.71
N 2.05 0.98 -0.52
C 2.50 2.00 0.24
C 2.99 1.89 4.06
C 3.55 0.75 4.62
H 6.50 -0.82 4.96
H 5.21 -1.81 4.28
H 5.02 -1.09 5.87
H 6.50 0.73 2.99
H 5.56 2.78 2.05
H 2.61 4.36 3.37
H 4.41 4.66 -0.13
H 4.84 3.19 -1.88
H 4.05 1.23 -3.16
H 2.16 -0.14 -2.25
H 2.09 2.08 1.24
H 2.02 2.24 4.40
H 3.00 0.21 5.39
C -0.45 3.50 2.50
C -1.68 2.59 2.41
P -1.85 1.74 0.82
C -1.98 3.01 -0.47
C -3.06 4.08 -0.26
C -3.39 0.76 0.88
C -4.52 1.37 1.71
H -0.43 3.99 3.47
H -0.46 4.28 1.74
H 0.47 2.93 2.41
H -2.60 3.16 2.56
H -1.65 1.82 3.19
H -2.14 2.48 -1.41
H -0.99 3.49 -0.55
H -4.06 3.65 -0.32
H -2.98 4.83 -1.04
H -2.95 4.59 0.70
H -3.12 -0.23 1.25
H -3.67 0.63 -0.17
H -4.31 1.31 2.77
H -5.43 0.80 1.52
H -4.73 2.41 1.45
C 0.40 -0.57 1.44
Ge 0.68 -2.48 2.09
C 2.14 -3.04 0.96
C 1.96 -3.22 -0.41
C 3.01 -3.65 -1.21
C 4.25 -3.90 -0.65
C 4.45 -3.72 0.71
C 3.40 -3.29 1.51
C -1.03 -3.22 1.55
C -2.20 -2.68 2.08
C -3.43 -3.23 1.78
C -3.51 -4.33 0.93
C -2.35 -4.88 0.41
C -1.11 -4.33 0.71
C 0.99 -2.50 3.98
C 0.47 -1.48 4.79
C 0.58 -1.56 6.17
C 1.21 -2.65 6.75
C 1.72 -3.67 5.96
C 1.61 -3.60 4.58
H 0.99 -3.04 -0.87
H 2.85 -3.80 -2.27
H 5.07 -4.25 -1.27
H 5.41 -3.93 1.15
H 3.57 -3.15 2.57
H -2.15 -1.84 2.77
H -4.34 -2.82 2.21
H -4.47 -4.77 0.70
H -2.41 -5.75 -0.24
H -0.21 -4.77 0.30
H -0.02 -0.63 4.34
H 0.17 -0.78 6.79
H 1.29 -2.72 7.83
H 2.20 -4.52 6.41
H 2.00 -4.41 3.97
*
```



# 2
Below is C38H44BBr34FNO7P as an isolated structure in a non-equilibrium geometry, with properties calculated with ωB97M-V with the def2-TZVPD basis set.

Summary:
**Frontier orbital gap**: 8.55 eV
**E_tot**: -2450068.5418 eV
**Highest occupied orbital energy**: -9.28 eV

Geometry as ORCA input:
```
! wB97M-V def2-TZVPD RIJCOSX def2/J DEFGRID3
* xyz 0 1
C -1.84 2.00 3.92
C -2.86 0.98 3.46
O -3.07 1.04 2.04
C -2.11 0.47 1.31
O -1.16 -0.09 1.79
C -2.33 0.61 -0.16
C -1.46 1.73 -0.76
C -0.37 1.21 -1.74
C 0.41 0.09 -1.07
C 1.24 0.42 0.00
F 1.29 1.71 0.40
C 2.00 -0.52 0.68
B 2.94 -0.07 1.88
N 4.00 0.93 1.74
O 2.71 -0.65 3.11
C 1.93 -1.86 0.28
C 1.12 -2.21 -0.79
C 0.36 -1.24 -1.47
C -0.45 -1.74 -2.61
O -1.58 -1.38 -2.81
C 0.24 -2.77 -3.45
C 0.15 -2.76 -4.84
C -0.64 -1.75 -5.60
C 0.25 -0.72 -6.35
C -0.51 0.59 -6.57
Br 1.89 -0.35 -5.31
C 0.86 -3.75 -5.51
C 1.65 -4.68 -4.85
P 2.55 -5.83 -5.92
O 3.93 -5.36 -6.19
C 1.75 -4.71 -3.44
C 2.61 -5.72 -2.73
C 3.66 -5.16 -1.75
C 4.42 -3.96 -2.30
O 5.20 -4.37 -3.41
C 6.58 -4.21 -3.21
C 1.01 -3.72 -2.77
C 1.02 -3.60 -1.28
O 0.91 -4.55 -0.54
H -2.14 2.97 3.53
H -0.84 1.75 3.60
H -1.87 2.07 5.01
H -3.81 1.24 3.91
H -2.62 -0.02 3.81
H -2.20 -0.34 -0.66
H -3.38 0.87 -0.31
H -2.12 2.35 -1.36
H -1.01 2.35 0.00
H -0.86 0.85 -2.64
H 0.29 2.03 -2.01
H 4.51 0.81 0.87
H 3.53 1.83 1.62
H 1.78 -0.49 3.35
H 2.50 -2.63 0.77
H -1.28 -1.17 -4.96
H -1.29 -2.24 -6.33
H 0.59 -1.18 -7.28
H 0.08 1.41 -6.17
H -0.66 0.79 -7.62
H -1.45 0.57 -6.03
H 0.82 -3.80 -6.60
H 1.83 -5.80 -7.13
H 2.54 -7.12 -5.36
H 3.16 -6.33 -3.44
H 1.95 -6.40 -2.19
H 4.39 -5.94 -1.57
H 3.25 -4.89 -0.79
H 5.08 -3.56 -1.52
H 3.75 -3.15 -2.58
H 6.87 -3.16 -3.19
H 6.90 -4.66 -2.26
H 7.09 -4.68 -4.04
C 4.45 -4.44 -9.75
Br 5.47 -2.90 -10.30
Br 2.59 -4.25 -10.20
Br 5.18 -6.07 -10.45
H 4.51 -4.50 -8.67
C -1.62 0.84 8.46
Br -2.53 2.49 8.05
Br -2.89 -0.57 8.78
Br -0.35 0.35 7.10
H -1.07 1.00 9.37
C -4.62 2.20 -5.70
Br -5.50 1.53 -7.27
Br -3.84 0.79 -4.65
Br -3.31 3.55 -6.13
H -5.37 2.67 -5.08
C -3.03 -2.94 12.51
Br -2.25 -3.71 10.93
Br -2.64 -1.06 12.67
Br -4.92 -3.27 12.60
H -2.57 -3.42 13.36
C -6.63 2.65 6.81
Br -5.47 2.00 5.42
Br -7.63 4.18 6.22
Br -7.77 1.26 7.51
H -6.00 2.98 7.63
C -2.75 6.49 2.81
Br -3.57 7.56 1.44
Br -4.01 5.28 3.62
Br -1.20 5.56 2.14
H -2.41 7.16 3.58
C 3.16 4.07 -3.50
Br 5.05 3.94 -3.77
Br 2.17 3.71 -5.11
Br 2.57 2.98 -2.02
H 2.95 5.10 -3.23
C 6.63 7.84 -3.78
Br 6.14 7.14 -5.50
Br 5.15 7.78 -2.54
Br 8.18 6.95 -3.07
H 6.88 8.88 -3.91
C -9.19 -2.92 12.44
Br -8.94 -2.39 10.61
Br -8.53 -4.70 12.75
Br -8.41 -1.65 13.66
H -10.25 -2.93 12.63
C 5.55 10.87 0.25
Br 4.04 11.49 -0.78
Br 5.07 9.38 1.38
Br 7.04 10.44 -0.88
H 5.85 11.68 0.89
C -6.49 -1.78 5.31
Br -4.58 -2.01 5.32
Br -7.29 -2.58 3.76
Br -7.28 -2.43 6.94
H -6.68 -0.72 5.26
*
```



Q: Which molar mass values were calculated for the entries above? A: 879.64; 3404.29, in g/mol.
Q: Which LUMO level values were calculated for the entries above? A: -7.5555; -0.7363, in eV.